<i>
Entry from the OMol25 dataset: a 2-piece molecular cluster, C10H16OS overall (ωB97M-V with the def2-TZVPD basis set).

The geometry in ORCA input format:
```
! wB97M-V def2-TZVPD RIJCOSX def2/J DEFGRID3
* xyz 0 1
C -2.0450 -1.7182 -0.3569
C -1.7232 -0.9820 2.6197
S -2.3480 -2.1329 1.3400
H -1.3316 -2.3723 -0.5701
H -2.8741 -1.8749 -0.9708
H -1.4437 -0.7316 -0.5538
H -1.0890 -1.5430 3.4110
H -2.4823 -0.4657 3.3001
H -1.1223 -0.1137 2.1959
C 2.1700 -0.5855 0.2687
C 3.4442 -0.7654 -0.6374
C 1.1790 0.4341 -0.3020
C 0.5129 1.3301 0.6602
C 0.6215 0.4172 -1.5602
C -0.6964 1.9675 0.4364
C -0.4366 1.2958 -1.8768
C -1.0601 2.0478 -0.9218
O -2.0588 2.9312 -1.1428
H 1.6493 -1.6268 0.2628
H 2.2890 -0.3927 1.3186
H 3.7042 0.0304 -1.3616
H 1.1310 1.2906 1.6400
H 0.9622 -0.3333 -2.2950
H -1.2336 2.6777 1.1058
H -0.9510 1.0209 -2.8135
H -2.4603 2.8329 -2.0072
H 3.3496 -1.6801 -1.0714
H 4.3431 -0.9582 -0.1178
*
```

Properties
- SMILES string = CCc1ccc(O)cc1.CSC
- LUMO level (eV) = 0.73
- frontier orbital gap (hartree) = 0.326


<ii>
Entry from the OMol25 dataset: a single C10H16OS molecule (ωB97M-V with the def2-TZVPD basis set).

The geometry in ORCA input format:
```
! wB97M-V def2-TZVPD RIJCOSX def2/J DEFGRID3
* xyz 0 1
C 3.0060 -2.0191 0.3277
C 2.2575 -0.8207 0.0128
C 2.2132 -3.0896 0.1822
C 0.9914 -1.1612 -0.2839
C -1.0390 3.0544 -1.5698
C 0.8392 -2.6529 -0.2146
C -0.2430 -3.1052 0.7708
C -1.5824 1.3338 0.9209
C 0.0560 2.5743 -0.6150
C -0.2652 1.3048 0.1783
O -1.5566 -0.8697 -0.8285
S -0.2886 -0.1566 -1.0320
H 4.0419 -2.0136 0.6168
H 2.6809 0.1682 0.0251
H 2.4677 -4.1199 0.3486
H -1.9243 3.3668 -1.0216
H -0.6776 3.9023 -2.1443
H 0.5719 -3.0296 -1.2082
H -0.3669 -4.1878 0.7203
H -1.1861 -2.6288 0.5158
H 0.0382 -2.8258 1.7859
H -1.6941 0.4340 1.5221
H -1.6323 2.2010 1.5771
H -2.4121 1.3696 0.2186
H 0.2781 3.3720 0.0992
H -1.3164 2.2595 -2.2573
H 0.9670 2.3873 -1.1901
H 0.5574 1.1075 0.8678
*
```

Properties
- LUMO level (eV) = 0.63
- frontier orbital gap (hartree) = 0.326


Which is the most stable structure? <ii> is the most stable.


<i>
Entry from the OMol25 dataset: C6H6FN as an isolated structure (ωB97M-V with the def2-TZVPD basis set).

The geometry in ORCA input format:
```
! wB97M-V def2-TZVPD RIJCOSX def2/J DEFGRID3
* xyz 0 1
C 0.3157 -0.7376 2.8070
C 0.0287 -0.0567 -0.1102
C -0.1652 -0.7419 -1.2596
C -1.0094 0.2762 0.9559
C 1.2224 0.4745 0.4732
C 0.0281 0.3708 2.0835
N 0.7347 -1.6641 3.3407
F 0.0421 1.6448 2.6675
H 0.7967 -0.8487 -1.9242
H -1.1143 -1.1465 -1.6038
H -1.4460 1.3391 0.6614
H -1.9402 -0.3449 0.9884
H 2.1155 -0.0059 0.3049
H 1.1363 1.6390 0.5800
*
```

Properties
- LUMO level (eV) = 0.06
- frontier orbital gap (hartree) = 0.340


<ii>
Entry from the OMol25 dataset: a single C6H6FN molecule (ωB97M-V with the def2-TZVPD basis set).

The geometry in ORCA input format:
```
! wB97M-V def2-TZVPD RIJCOSX def2/J DEFGRID3
* xyz 0 1
C -0.4166 -1.8006 0.6944
C 0.3930 -1.0525 -0.0679
C -0.0824 0.0569 -0.9750
C 0.5871 1.4594 -0.7597
C 0.8197 1.8676 0.5072
C -1.8262 -1.6816 0.7810
H 1.5424 -1.1589 0.0555
H 0.0587 -0.1045 -2.0189
H -1.1236 0.0348 -0.9449
H 0.8458 2.1423 -1.6470
H 0.6155 1.1846 1.3221
H 1.2903 2.9128 0.6887
N -2.9926 -1.5047 0.7303
F 0.2888 -2.3555 1.6340
*
```

Properties
- SMILES string = C=CC/C=C(/F)C#N
- LUMO level (eV) = 0.13
- frontier orbital gap (hartree) = 0.365


Which is the most stable structure? <ii> is the most stable.


<i>
Entry from the OMol25 dataset: a 3-piece molecular cluster, H5O3 overall (ωB97M-V with the def2-TZVPD basis set).

The geometry in ORCA input format:
```
! wB97M-V def2-TZVPD RIJCOSX def2/J DEFGRID3
* xyz -1 1
O -1.4697 1.6157 0.2659
H -1.4254 2.1055 1.1098
O 0.9864 -1.8211 -1.2494
H 0.6423 -1.1204 -0.5231
H 1.6127 -1.1600 -1.5639
O 0.4675 -0.0365 0.5060
H -0.6792 0.9300 0.3547
H -0.1345 -0.5133 1.0999
*
```

Properties
- LUMO level (eV) = 4.92
- frontier orbital gap (hartree) = 0.339


<ii>
Entry from the OMol25 dataset: a 3-piece molecular cluster, H5O3 overall (ωB97M-V with the def2-TZVPD basis set).

The geometry in ORCA input format:
```
! wB97M-V def2-TZVPD RIJCOSX def2/J DEFGRID3
* xyz -1 1
O 0.1704 0.3883 0.5326
H 1.1242 0.4585 0.4515
O 0.1043 -2.2501 0.8612
H -0.5673 -2.1111 1.5467
H 0.1918 -1.2920 0.5918
O -0.2966 1.7774 -1.4996
H -0.3006 2.6632 -1.1579
H -0.1445 1.2587 -0.5771
*
```

Properties
- LUMO level (eV) = 5.02
- frontier orbital gap (hartree) = 0.336


Which is the most stable structure? <ii> is the most stable.